Density functional theory data (wB97M-V/def2-TZVPD) for a cluster of 2 separate species, C4H9NO in total.

Geometry as XYZ:
```
15
Properties=species:S:1:pos:R:3:nbo_charge:R:1
C 1.47339 0.47497 1.30948 -0.616
C 0.93428 1.52395 0.34384 -0.208
N -0.36669 1.18068 -0.18292 -0.554
C -1.42722 0.82010 0.25855 0.864
O -2.50642 0.46247 0.56336 -0.530
H 2.42059 0.81403 1.74088 0.217
H 1.64432 -0.47697 0.79766 0.215
H 0.76709 0.30336 2.12877 0.209
H 0.86132 2.49981 0.83659 0.199
H 1.61177 1.64182 -0.50651 0.205
C -1.08116 -1.84959 -1.46014 -0.860
H -0.32852 -1.06453 -1.56097 0.215
H -1.12815 -2.43515 -2.38053 0.213
H -2.05433 -1.39258 -1.26515 0.220
H -0.82026 -2.50239 -0.62291 0.210
```

The energy above the lowest of the compared OMol25 structures with the same formula, charge and spin is 85.3 kJ/mol. The SMILES is CCN=C=O.C. For the HOMO-LUMO gap, the calculation gives 0.4077 Eh. Its total energy is -7831.43623 eV.